Model a:
Below is an isolated molecule of C3H10N2S, with properties calculated with ωB97M-V/def2-TZVPD.

The geometry in ORCA input format:
```
! RIJCOSX wB97M-V def2-TZVPD def2/J DEFGRID3
* xyz 0 1
S -1.975 2.306 0.211
N 0.780 1.003 1.020
N 1.668 -1.424 -0.414
C 0.275 -1.173 -0.110
C 0.027 0.339 -0.027
C -1.472 0.576 0.105
H -1.837 0.065 0.995
H 1.767 0.870 0.834
H 1.960 -0.988 -1.279
H 1.888 -2.409 -0.468
H -0.404 -1.603 -0.854
H 0.341 0.784 -0.978
H 0.616 0.541 1.911
H -1.796 2.589 -1.079
H -1.942 0.105 -0.754
H 0.105 -1.583 0.888
*
```

SMILES: NC[C@H](N)CS
Orbital gap in hartree: 0.358

Model b:
Below is an isolated molecule of C3H10N2S, with properties calculated with ωB97M-V/def2-TZVPD.

The geometry in ORCA input format:
```
! RIJCOSX wB97M-V def2-TZVPD def2/J DEFGRID3
* xyz 0 1
S 3.249 -0.172 -0.053
N -0.647 -0.228 0.262
N 0.606 -0.232 -0.383
C -1.495 0.875 -0.152
C 1.586 0.580 0.257
C -1.292 -1.512 0.071
H -1.601 -1.679 -0.971
H -1.758 0.825 -1.221
H -0.590 -2.290 0.359
H -2.169 -1.561 0.713
H 0.553 -0.068 -1.390
H 1.403 0.550 1.331
H 3.899 0.623 0.794
H -2.410 0.854 0.435
H -0.979 1.815 0.042
H 1.646 1.621 -0.093
*
```

SMILES: CN(C)NCS
Orbital gap in hartree: 0.362

On energetic grounds, model a is preferred over the next structure by 31.1 kcal/mol.